# C53H70N7O10

5 unconnected molecules or ions with the total composition C53H70N7O10 at a distorted geometry (wB97M-V/def2-TZVPD, the OMol25 dataset).

```
140
Properties=species:S:1:pos:R:3:forces:R:3
C -2.726607 -1.659094 -5.796336 -0.6 6.0 3.7
C -2.855805 -0.593893 -5.014252 1.1 -5.2 -3.8
C -2.881560 0.723098 -4.103946 -1.3 -0.5 -0.9
C -3.070877 0.424224 -2.502348 2.1 0.2 0.0
C -4.129284 -0.781428 -2.316778 0.2 -1.1 0.8
C -3.417190 -2.256846 -2.159373 -1.8 -0.4 -0.3
C -4.666750 -3.324062 -2.196063 -0.2 -0.6 -0.6
C -4.219728 -4.817984 -1.707257 -0.3 1.4 -0.6
C -5.285978 -3.506896 -3.692074 -0.8 0.0 0.3
C -1.517300 0.118906 -2.076963 1.5 -1.0 1.4
C -0.418610 -0.857292 -2.729671 0.4 -0.2 0.8
C 0.875311 0.003413 -3.284575 -0.7 -0.8 0.4
N -1.040256 0.775219 -1.007056 -2.6 -0.5 -3.7
C -2.114934 1.644879 -0.387267 0.2 -0.1 2.3
C -1.589016 2.990406 0.335905 1.4 0.8 0.2
C 0.047048 3.077156 0.455678 -0.1 0.4 0.1
C 0.431802 4.220004 1.565268 0.7 -1.4 -0.4
C 1.925673 4.006193 2.190033 -0.2 0.5 1.0
C 2.985512 5.102215 1.658003 -0.1 -0.2 -0.1
C 3.826690 4.660317 0.350124 0.6 2.3 0.1
O 3.910170 3.219972 0.136895 1.2 -0.1 -2.2
C 4.322487 2.894187 -1.198729 -2.5 -0.4 -4.3
O 3.631889 3.308263 -2.215818 2.9 -1.4 4.7
C 5.651296 2.064277 -1.525668 0.2 -0.1 -0.3
C 6.175271 1.850105 -2.885334 -1.4 0.3 1.7
C -2.507749 0.714848 0.920074 -1.0 0.1 -0.6
N -1.271512 0.200715 1.592139 -1.0 0.0 0.4
C -1.738155 -0.789178 2.624822 -0.7 -0.1 0.8
C -3.244433 1.772676 -1.569940 -0.8 0.7 0.2
C -3.080624 3.110417 -2.471678 0.8 0.7 0.5
C -4.632547 1.992658 -0.771780 -0.7 0.8 0.4
C -5.868797 2.516039 -1.665771 -1.7 -1.4 -1.4
C -6.215939 4.100639 -1.832692 -0.5 -1.3 0.0
N -6.706278 1.678099 -2.295205 2.8 2.2 2.1
H -2.619176 -2.489268 -6.599487 -0.3 2.0 2.0
H -3.833378 1.321547 -4.424442 1.8 -1.1 0.4
H -1.951248 1.365006 -4.340968 -1.5 -1.1 0.4
H -4.901394 -0.817765 -3.193438 1.8 0.3 1.4
H -4.790314 -0.684235 -1.356908 1.4 0.2 -1.6
H -2.749626 -2.528676 -3.054482 -0.9 0.6 1.5
H -2.845107 -2.354682 -1.152194 -0.9 0.3 -1.7
H -5.551661 -2.923239 -1.544567 1.7 -0.7 -0.9
H -5.041087 -5.549427 -2.094538 1.7 1.1 1.0
H -3.197915 -5.024621 -2.230943 -1.8 0.1 1.1
H -4.140535 -4.788194 -0.560472 0.1 -0.5 -1.8
H -6.086396 -4.357841 -3.667687 1.5 1.5 0.1
H -5.871957 -2.558075 -4.027625 1.2 -1.6 0.4
H -4.509953 -3.820231 -4.483109 -1.1 0.7 1.3
H 0.013427 -1.495931 -1.850243 -1.1 1.0 -1.4
H -0.821705 -1.610825 -3.494866 0.4 1.6 1.1
H 0.549019 1.097855 -3.416620 0.9 -1.7 -0.1
H 1.729354 -0.093847 -2.504248 -1.5 0.4 -1.5
H 1.200155 -0.523456 -4.253295 -0.4 1.3 1.4
H -0.070917 0.587522 -0.706005 -0.9 0.4 0.2
H -1.965507 3.045237 1.441240 0.4 -0.3 -2.1
H -1.915525 3.976841 -0.154655 0.3 -1.7 0.5
H 0.541277 3.335976 -0.564960 -0.9 -0.4 1.7
H 0.484146 2.056867 0.778376 -0.7 1.6 -0.3
H -0.303909 4.087394 2.440624 0.9 0.6 -1.4
H 0.387189 5.255196 1.065203 -0.3 -1.6 1.0
H 1.815753 4.187125 3.338764 0.2 -0.3 -2.0
H 2.297125 2.906073 2.097268 -0.6 2.0 -0.1
H 2.376629 6.053560 1.380710 1.2 -1.6 0.4
H 3.727097 5.429546 2.483654 -1.3 -0.8 -1.3
H 4.923323 5.036511 0.498050 -1.9 -0.6 -0.3
H 3.393151 5.248147 -0.556039 0.7 -1.6 1.3
H 6.232725 1.570994 -0.657507 -0.2 2.3 -1.2
H 7.159151 2.352809 -3.232059 -1.0 -2.1 1.2
H 5.607019 1.194364 -3.648596 0.3 2.4 0.8
H -3.205299 1.290917 1.659789 1.1 -0.8 -1.4
H -3.104813 -0.192881 0.536787 1.0 1.2 0.6
H -0.782224 0.951579 2.124179 -0.7 -0.6 -0.7
H -0.862027 -1.375671 3.119786 -1.6 1.2 -1.0
H -2.342254 -0.179189 3.416613 1.0 -1.3 -0.9
H -2.489841 -1.526457 2.142953 1.5 1.1 0.8
H -3.815736 3.191724 -3.350476 1.0 -0.5 1.5
H -2.004323 3.223128 -2.915324 -1.9 -0.2 0.9
H -3.300058 4.032130 -1.787791 0.6 -1.7 -1.3
H -4.424677 2.832965 0.016315 -0.2 -1.5 -1.4
H -5.007210 1.087317 -0.170079 0.7 1.2 -1.1
H -5.503834 4.793111 -1.255079 -1.1 -1.1 -1.0
H -6.242030 4.308794 -2.966440 0.2 -0.1 1.9
H -7.314553 4.209056 -1.455295 2.1 0.0 -0.6
H -6.442934 0.691491 -2.115709 0.0 0.7 0.0
C 0.022894 -8.555813 0.711723 0.0 0.0 0.0
C 0.349055 -8.171476 2.010085 -0.1 0.2 -0.2
C 0.019857 -6.897265 2.463699 0.0 0.0 0.1
C -0.641779 -6.015234 1.607570 0.2 -0.8 -0.3
C -0.964112 -6.392807 0.303116 0.0 0.0 -0.1
C -0.628107 -7.668250 -0.141925 0.1 0.1 0.3
N -1.013151 -4.681894 2.088160 0.0 0.5 0.4
O -0.697318 -4.378250 3.233669 -0.3 -0.1 -1.0
O -1.623524 -3.944799 1.318155 0.3 -0.4 0.4
H 0.276597 -9.553335 0.363301 0.0 0.2 0.1
H 0.857803 -8.867477 2.670124 -0.1 0.1 -0.1
H 0.279998 -6.611160 3.477901 -0.1 0.1 -0.2
H -1.474278 -5.712492 -0.371803 0.1 0.0 0.3
H -0.877012 -7.973016 -1.153860 0.0 0.1 0.1
C 7.099054 3.797468 3.242572 0.0 0.0 0.0
C 5.861899 3.509778 3.814056 0.2 0.1 0.1
C 5.623608 3.813589 5.151588 -0.1 0.0 0.0
C 6.632463 4.411207 5.908435 0.2 -0.2 -0.9
C 7.876332 4.694661 5.343029 0.0 0.0 0.0
C 8.105957 4.384358 4.005096 -0.3 -0.1 0.1
N 6.377888 4.756144 7.310158 -0.1 0.2 0.9
O 5.278505 4.474458 7.777371 0.8 0.2 -0.4
O 7.276122 5.309940 7.934439 -0.7 -0.4 -0.5
H 7.279228 3.563742 2.196469 0.0 0.0 0.2
H 5.081156 3.050588 3.214476 0.1 0.0 0.1
H 4.654790 3.583830 5.583833 0.2 0.1 0.1
H 8.668966 5.154819 5.924738 -0.3 -0.1 0.1
H 9.069277 4.603509 3.554801 -0.1 0.0 0.1
C -7.128479 -0.142403 1.491683 -0.1 0.0 -0.1
C -8.373802 -0.746529 1.340106 0.2 -0.1 0.1
C -8.562635 -2.064461 1.748655 0.0 0.0 0.0
C -7.495075 -2.766467 2.312046 0.1 0.9 -0.3
C -6.243848 -2.166225 2.457565 0.1 -0.1 0.0
C -6.066788 -0.848954 2.043437 -0.2 -0.2 -0.1
N -7.694163 -4.145861 2.766734 -0.2 -1.0 0.3
O -8.802073 -4.646011 2.605012 0.9 0.5 0.1
O -6.742302 -4.718998 3.286170 -0.6 0.5 -0.4
H -6.984749 0.888369 1.177614 -0.1 -0.1 0.0
H -9.198467 -0.189091 0.906215 0.1 -0.1 0.1
H -9.538212 -2.524062 1.625383 0.2 -0.1 0.1
H -5.405742 -2.704733 2.889390 -0.3 -0.1 0.0
H -5.098419 -0.369487 2.154581 -0.1 -0.1 0.1
C 10.173572 -2.668809 -2.608258 0.0 0.0 0.0
C 10.102305 -3.109711 -1.289068 -0.1 0.3 -0.1
C 9.644010 -2.253753 -0.291430 0.0 0.0 0.1
C 9.254369 -0.956266 -0.627898 0.3 -0.5 -0.6
C 9.331027 -0.507102 -1.947030 0.0 0.1 0.0
C 9.793358 -1.369783 -2.937046 0.0 -0.1 0.3
N 8.747427 -0.059527 0.414428 -0.1 0.2 0.7
O 8.712181 -0.482490 1.564379 0.0 0.4 -1.0
O 8.382595 1.064081 0.076096 0.2 -0.7 0.2
H 10.526618 -3.341814 -3.384964 0.0 0.1 0.1
H 10.401608 -4.123023 -1.038953 0.0 0.2 0.0
H 9.593671 -2.610619 0.732414 -0.1 0.3 -0.1
H 9.035089 0.501574 -2.217909 0.0 -0.1 0.3
H 9.854116 -1.031187 -3.966864 0.0 0.0 0.2
```
Positions in Å, forces in eV/Å.

Properties
- E_LUMO (hartree) = -0.1153
- HOMO energy (Eh) = -0.3888
- electronic energy (eV) = -86971.25216
- total charge = +1